1.
DFT (wB97M-V/def2-TZVPD) results for a 2-piece molecular cluster, C29H25F5N4O overall.

Element x y z (Å)
C  0.03788  -4.44897  3.64416
N  -0.10474  -3.03246  3.39956
C  0.94667  -2.16025  3.50457
O  2.08164  -2.44589  3.87585
C  0.41278  -0.76482  3.12938
C  1.08819  -0.16180  1.89928
C  2.56850  -0.04644  2.09876
C  3.45475  -0.94655  1.50507
F  2.95969  -1.93276  0.71153
C  4.82260  -0.91274  1.75373
F  5.64012  -1.83416  1.20820
C  5.33745  0.06424  2.60893
F  6.65518  0.10068  2.87348
C  4.48046  0.99756  3.19220
F  4.97513  1.94317  4.01597
C  3.11594  0.93493  2.92524
F  2.28591  1.81266  3.55639
N  -1.01347  -1.03481  2.93987
C  -1.87592  -0.05739  2.59540
C  -3.24831  -0.22421  2.38029
C  -4.06783  0.87344  2.15568
C  -5.47977  0.76590  2.00800
C  -6.30384  1.91402  1.97719
C  -7.68353  1.83178  2.06038
C  -8.30102  0.57940  2.18119
C  -7.51863  -0.58733  2.14825
C  -6.14646  -0.51168  1.98956
C  -1.39773  -2.44307  3.08742
C  -1.92389  -3.01484  1.75831
C  -2.39163  -2.66781  4.23458
H  1.09454  -4.68940  3.79447
H  -0.53370  -4.74448  4.53398
H  -0.34580  -5.02020  2.78904
H  0.59452  -0.08553  3.98300
H  0.88440  -0.80472  1.03101
H  0.64170  0.82751  1.72700
H  -1.42838  0.93898  2.54251
H  -3.70844  -1.21284  2.49524
H  -3.58916  1.86623  2.43973
H  -5.80956  2.87782  1.89191
H  -8.27196  2.75206  2.03885
H  -9.37483  0.50614  2.30553
H  -7.98972  -1.56588  2.24101
H  -5.57372  -1.43801  1.87650
H  -1.13187  -2.95212  0.99637
H  -2.19903  -4.06451  1.91214
H  -2.79774  -2.46016  1.41062
H  -1.88227  -2.51468  5.19335
H  -3.23425  -1.97960  4.17580
H  -2.77235  -3.69437  4.19353
C  -2.15160  4.20020  -2.08512
C  -2.52623  5.10261  -1.07613
C  -3.01687  4.58286  0.11172
C  -3.12028  3.14875  0.28343
C  -2.77991  2.26278  -0.73698
C  -2.28857  2.80618  -1.93149
N  -3.61554  2.94978  1.55133
C  -3.75694  4.19344  2.10834
N  -3.43599  5.19364  1.26844
H  -1.74769  4.59120  -3.01959
H  -2.45460  6.19434  -1.15547
H  -2.92208  1.20239  -0.55340
H  -2.01237  2.14439  -2.74918
H  -4.09544  4.33058  3.12910

The value obtained for the gap between HOMO and LUMO is 5.77 eV. For the total energy, the calculation gives -1913.53319 a.u. The max |F| is 0.082 Eh/bohr. The calculation puts the LUMO energy at -1.55 eV.

The Mulliken scheme yields these atomic charges, measured in e: -0.9802 0.2874 0.2123 -0.7101 0.0946 -0.9163 -0.1321 0.2152 -0.3595 0.2896 -0.2891 0.6419 -0.2867 0.1611 -0.2875 0.2503 -0.3425 0.4553 0.1697 -0.4146 -0.1998 0.6426 -0.2208 -0.7814 -0.3739 -0.6787 -0.4094 0.1627 -1.5236 -1.6050 0.3741 0.3012 0.3139 0.3332 0.4698 0.5958 0.6969 0.0086 0.2719 0.3088 0.4076 0.3856 0.3740 0.4029 0.3302 0.5119 0.4129 0.4143 0.3556 0.4451 -0.3766 -0.6505 0.3848 0.2792 -0.3092 -0.8086 -0.0826 -0.3177 -0.8546 0.3453 0.3977 0.4165 0.3724 0.4181

***

2.
DFT (wB97M-V/def2-TZVPD) results for C29H25IrN3O4SSe as an isolated structure.

Element x y z (Å)
Ir  1.00563  -0.09986  0.36630
O  4.93323  0.75510  1.24087
C  3.72902  0.67822  0.76403
O  2.73157  0.47588  1.46659
C  3.57244  0.96411  -0.68769
C  4.57217  1.38749  -1.54328
C  4.19288  1.83219  -2.80808
C  2.84150  1.93488  -3.11777
C  1.90622  1.51219  -2.18570
N  2.28166  0.95631  -1.03764
C  0.43116  1.83970  -2.16096
O  -0.26125  1.93335  -3.27865
O  -0.07711  1.99099  -1.07914
H  4.94409  0.63998  2.20851
H  5.60417  1.38858  -1.22258
H  4.93976  2.15730  -3.51908
H  2.53713  2.39775  -4.04736
H  0.22765  1.67605  -4.07253
C  -6.15599  1.61429  -0.57120
C  -4.67267  1.69978  -0.21178
C  -4.54211  1.63821  1.31611
C  -4.11213  3.03799  -0.72180
C  -3.85855  0.57500  -0.84918
C  -4.40569  -0.29673  -1.80937
C  -3.67136  -1.30611  -2.39954
C  -2.34108  -1.44620  -2.02584
S  -1.19903  -2.66529  -2.51071
C  -0.03281  -1.97348  -1.48048
N  -0.43191  -0.88149  -0.85077
C  -1.76951  -0.57206  -1.09930
C  -2.52504  0.42694  -0.50137
C  1.26612  -2.51695  -1.11327
C  1.82440  -3.67660  -1.64487
C  3.00507  -4.16927  -1.11456
C  3.60560  -3.52067  -0.04112
C  3.05613  -2.35882  0.49597
C  1.89710  -1.83975  -0.05498
H  -6.69664  2.40338  -0.04975
H  -6.59159  0.66003  -0.27045
H  -6.32808  1.75766  -1.63883
H  -5.14700  2.42508  1.76636
H  -3.51517  1.79142  1.65085
H  -4.89291  0.67974  1.70201
H  -4.67338  3.86571  -0.28782
H  -4.19231  3.10666  -1.80776
H  -3.06154  3.16099  -0.44953
H  -5.44177  -0.19076  -2.09315
H  -4.12506  -1.97398  -3.11865
H  -2.06735  1.09726  0.21406
H  1.33136  -4.19835  -2.45626
H  3.44555  -5.06935  -1.51892
H  4.50910  -3.92706  0.39343
H  3.52314  -1.90325  1.36309
Se  -0.22891  -0.98963  2.11166
C  0.99991  -0.92666  3.58106
C  1.77297  -2.04041  3.86337
C  2.67532  -1.93706  4.91644
N  2.82376  -0.83830  5.64630
C  2.04828  0.20585  5.37619
C  1.11296  0.21931  4.34868
H  1.68683  -2.96220  3.30257
H  3.30271  -2.78053  5.17989
H  2.17579  1.07768  6.00643
H  0.50561  1.09773  4.17095

As for the spin multiplicity: 2. The value obtained for the relative energy (zero: lowest compared OMol25 entry of this formula, charge and spin) is 0.0 kJ/mol. Its expectation value of S² is 0.763. The value obtained for the gap between HOMO and LUMO (spin up / spin down) is 6.54 / 5.25 eV. The total charge is +2. For the total energy, the calculation gives -4488.81024 a.u. The max |F| is 0.010 Eh/bohr. The calculation puts the LUMO energy (spin up / spin down) at -7.31 / -8.61 eV.

The Mulliken scheme yields these atomic charges, measured in e: 1.3567 -0.4153 -0.0565 -0.3527 0.7029 -0.4907 -0.6263 -0.7810 0.4382 -0.2572 0.7885 -0.4415 -0.4499 0.4286 0.5622 0.4927 0.4088 0.3652 -2.1502 2.0381 -1.6235 -1.5472 -0.1981 -0.3273 -1.1852 1.0066 -0.3385 0.5059 0.2133 -0.7392 -0.3385 0.4628 -0.9165 -0.8753 -0.9472 0.0396 0.0406 0.4243 0.4735 0.4271 0.4754 0.3221 0.3703 0.4468 0.3548 0.3258 0.5270 0.4567 0.4459 0.5062 0.4464 0.4766 0.5392 0.0567 0.5060 -0.3009 -0.5268 -0.5144 -0.4940 -0.2797 0.5021 0.3979 0.3989 0.4433

***

3.
DFT (wB97M-V/def2-TZVPD) results for C29H25N3O8S2Y as an isolated structure.

Element x y z (Å)
Y  9.28832  8.56158  10.81878
C  13.23193  9.13226  8.15992
C  12.70220  7.73149  8.22712
C  12.52966  6.93048  7.08496
C  11.90158  5.68301  7.16173
C  11.82466  5.01154  8.40724
C  12.21250  5.70390  9.53770
C  12.41004  4.98308  10.82820
C  12.23469  7.13921  9.48805
N  11.80764  7.94570  10.48396
C  12.63533  8.67404  11.31417
O  13.79402  8.36586  11.61594
C  12.09828  9.93795  11.74556
C  12.90035  10.86404  12.36991
C  12.41835  12.18988  12.46071
C  11.18501  12.51201  11.92131
C  10.38835  11.48423  11.34406
N  10.77874  10.24496  11.45347
C  9.22078  11.81037  10.47319
O  8.91128  13.00044  10.30773
N  8.64000  10.70871  9.89056
C  7.80784  10.80123  8.80014
C  8.33959  10.51503  7.52785
C  9.73189  10.00307  7.31481
C  7.43507  10.50989  6.42942
C  6.08243  10.92903  6.56480
C  5.62603  11.47127  7.79281
C  6.45491  11.30087  8.94288
C  5.90413  11.86496  10.20868
H  14.32141  9.03241  8.23940
H  12.85179  9.73558  8.99995
H  12.98895  9.50181  7.16393
H  12.98430  7.36240  6.15382
H  11.38059  5.27053  6.29083
H  11.41781  3.98763  8.65883
H  13.42615  5.19890  11.23617
H  12.49010  3.93417  10.56356
H  11.62067  5.07687  11.59885
H  13.83250  10.47627  12.79815
H  12.90379  13.01562  12.99766
H  10.75686  13.45252  11.92696
H  9.81071  8.87495  7.38843
H  10.39466  10.48025  8.07852
H  10.13004  10.31235  6.30152
H  7.82380  10.21522  5.47190
H  5.45844  10.97787  5.70138
H  4.52829  11.68103  7.88090
H  6.73014  12.30029  10.81983
H  5.41926  11.09477  10.82466
H  5.21240  12.66101  10.03580
O  5.09073  8.79292  10.95908
S  6.41439  8.29040  11.19973
O  7.24621  7.96040  10.00417
O  7.35170  9.18907  12.03603
C  6.26562  6.82067  12.29067
C  4.93805  6.70435  12.76023
C  4.68339  5.90020  13.81317
C  5.67967  5.20771  14.47826
C  7.01405  5.25594  13.97108
C  7.29934  6.07230  12.85529
S  9.02151  6.15643  12.35833
O  9.70398  5.00436  12.92349
O  9.15095  6.22742  10.85501
O  9.57398  7.47395  12.82570
H  4.15665  7.34947  12.33156
H  3.68447  5.78574  14.30870
H  5.54104  4.62561  15.37648
H  7.85965  4.80395  14.45686

The value obtained for the relative energy (zero: lowest compared OMol25 entry of this formula, charge and spin) is 154.6 kJ/mol. The value obtained for the gap between HOMO and LUMO is 6.98 eV. The total charge is -1. For the total energy, the calculation gives -2721.24337 a.u. The max |F| is 0.079 Eh/bohr. The calculation puts the LUMO energy at 2.10 eV.

The Mulliken scheme yields these atomic charges, measured in e: 0.1694 -1.6152 1.1750 -0.5154 -0.8813 -0.3823 0.4619 -1.2007 0.0325 0.3968 -0.3584 -0.7853 0.2195 -0.5059 -0.5139 -0.8230 0.0675 0.4998 0.2152 -0.7634 0.7147 -0.0972 1.3217 -1.3490 -0.9151 -0.8486 -1.1062 1.4800 -1.4126 0.4498 0.0313 0.4662 0.3033 0.3218 0.2633 0.2388 0.5618 0.0588 0.4737 0.3511 0.6535 0.2362 0.1270 0.5035 0.4283 0.4203 0.2830 0.1054 0.1964 0.5103 -0.6253 1.9521 -0.5060 -0.5067 0.2644 -0.7923 -0.3070 -0.6856 -0.6029 -0.7457 1.9988 -0.7191 -0.4499 -0.5709 0.4791 0.2748 0.3887 0.4892

***

4.
DFT (wB97M-V/def2-TZVPD) results for C29H25N4O4V as an isolated structure.

Element x y z (Å)
V  0.07615  0.71310  -0.00516
C  -2.95268  0.73090  2.31966
C  -3.13529  -0.20420  1.16261
C  -3.93412  -1.33558  1.29707
C  -4.20408  -2.15093  0.20906
C  -3.69760  -1.84516  -1.04766
C  -2.87778  -0.73979  -1.23081
C  -2.40199  -0.37789  -2.60687
C  -2.59085  0.05125  -0.10640
N  -1.69974  1.14960  -0.28932
C  -2.24007  2.44878  -0.30607
O  -3.40475  2.70179  -0.30160
C  -1.10666  3.42435  -0.34812
C  -1.17890  4.79996  -0.48836
C  0.01596  5.50557  -0.59730
C  1.23180  4.82429  -0.59918
C  1.19906  3.44943  -0.45859
N  0.05549  2.79118  -0.30381
C  2.34559  2.49755  -0.54575
O  3.50807  2.74715  -0.61198
N  1.81388  1.18395  -0.52152
C  2.61774  0.08385  -0.26817
C  3.31569  -0.04354  0.97222
C  3.31103  1.03132  2.01288
C  4.01714  -1.21336  1.18874
C  4.06797  -2.20948  0.21395
C  3.42218  -2.05871  -1.00785
C  2.68264  -0.92094  -1.27540
C  2.09601  -0.72436  -2.63878
H  -3.00822  0.19286  3.26509
H  -3.75366  1.47306  2.31603
H  -2.00694  1.26943  2.29386
H  -4.36835  -1.56196  2.26233
H  -4.83621  -3.01965  0.33532
H  -3.95239  -2.46369  -1.89886
H  -2.41590  -1.24700  -3.26295
H  -1.39470  0.05193  -2.62810
H  -3.06230  0.37187  -3.04930
H  -2.14528  5.28407  -0.51776
H  0.00165  6.58138  -0.70565
H  2.17975  5.32955  -0.72202
H  2.39398  1.61921  2.01925
H  4.14588  1.71181  1.83507
H  3.43583  0.60105  3.00531
H  4.54097  -1.35416  2.12489
H  4.63555  -3.11014  0.40878
H  3.51574  -2.82463  -1.76628
H  1.84490  -1.68170  -3.09303
H  2.83809  -0.25063  -3.28762
H  1.21588  -0.07799  -2.65898
O  0.44255  -0.88532  3.50891
C  0.27772  -0.83983  2.34883
O  0.22026  0.42134  1.67550
C  0.11135  -1.90409  1.32776
C  0.08563  -3.23962  1.67010
C  -0.10061  -4.16510  0.64749
C  -0.25773  -3.70567  -0.64789
C  -0.21988  -2.33916  -0.89887
N  -0.02910  -1.45195  0.07444
H  0.20385  -3.53048  2.70465
H  -0.12964  -5.22400  0.86443
H  -0.41536  -4.39067  -1.46865
H  -0.34515  -1.95022  -1.89957

The value obtained for the relative energy (zero: lowest compared OMol25 entry of this formula, charge and spin) is 11.3 kJ/mol. The value obtained for the gap between HOMO and LUMO (spin up / spin down) is 5.78 / 5.77 eV. The total charge is +2. For the total energy, the calculation gives -2583.61495 a.u. The max |F| is 0.018 Eh/bohr. The calculation puts the LUMO energy (spin up / spin down) at -8.93 / -8.94 eV.

The Mulliken scheme yields these atomic charges, measured in e: 0.0765 -1.8208 1.5322 -0.8551 -0.9500 -0.8834 1.0619 -1.5414 -0.0870 0.1256 -0.0228 -0.5026 0.5650 -0.7836 -0.3541 -0.8078 0.6011 0.9223 -0.0845 -0.4906 -0.2648 0.3746 1.3449 -1.9059 -0.7767 -0.8790 -0.7569 1.0783 -1.6201 0.5072 0.4047 0.1793 0.5235 0.4955 0.5238 0.4918 0.1830 0.3928 0.5777 0.4990 0.5820 0.1975 0.4594 0.5113 0.5218 0.4857 0.5296 0.5059 0.4033 0.1356 -0.4691 0.2085 -0.6464 0.8281 -0.8422 -0.8365 -1.2879 -0.4196 1.6420 0.6128 0.5284 0.6197 0.6559